Entry P
DFT (ωB97M-V with the def2-TZVPD basis set) results for an isolated molecule of C4H6N2S.

```
13
Properties=species:S:1:pos:R:3
C -1.99 -0.85 -0.13
C -0.60 -0.46 0.03
C 1.42 0.66 0.09
C -0.07 0.95 -0.11
H -2.23 -1.92 -0.38
H 2.26 -1.29 0.36
H 1.73 0.85 1.16
H 1.93 1.28 -0.60
H -0.53 1.59 0.60
H -0.35 1.32 -1.09
N 0.28 -1.37 0.11
N 1.51 -0.79 -0.12
S -3.36 0.03 0.08
```

As for the charge: 0. For the HOMO energy, the calculation gives -8.638 eV. For the lowest unoccupied orbital energy, the calculation gives -0.66 eV. The value obtained for the molecular weight is 114.17 Da. The orbital gap is 7.97 eV.

Entry Q
DFT (ωB97M-V with the def2-TZVPD basis set) results for an isolated molecule of C4H6N2S.

```
13
Properties=species:S:1:pos:R:3
C -2.50 0.46 0.02
C -0.27 0.81 -0.21
C 1.59 -0.75 -0.70
C 1.56 -0.55 0.78
H -2.55 1.59 0.31
H -0.49 1.87 -0.23
H 2.49 -0.71 -1.29
H 0.84 -1.43 -1.06
H 0.74 -1.01 1.32
H 2.48 -0.29 1.36
N -1.21 -0.05 -0.11
N 1.12 0.55 -0.16
S -3.80 -0.48 -0.04
```

As for the charge: 0. For the HOMO energy, the calculation gives -8.799 eV. For the lowest unoccupied orbital energy, the calculation gives -0.64 eV. The value obtained for the molecular weight is 114.17 Da. The orbital gap is 8.16 eV.

Which structure wins on stability? entry P wins.

Entry P
DFT (ωB97M-V with the def2-TZVPD basis set) results for an isolated molecule of C5H6O2.

```
13
Properties=species:S:1:pos:R:3
O 1.30 -1.94 0.45
C 1.12 -0.57 0.70
C 0.29 0.08 -0.44
C -1.14 -0.50 -0.45
O -1.43 -1.64 -0.15
C -0.01 1.51 -0.32
C -0.74 2.47 -0.26
H 0.42 -2.33 0.40
H 0.61 -0.39 1.65
H 2.11 -0.12 0.75
H 0.79 -0.15 -1.39
H -1.91 0.26 -0.69
H -1.42 3.29 -0.23
```

As for the charge: 0. For the HOMO energy, the calculation gives -10.231 eV. For the lowest unoccupied orbital energy, the calculation gives 0.70 eV. The value obtained for the molecular weight is 98.10 Da. The orbital gap is 10.93 eV.

Entry Q
DFT (ωB97M-V with the def2-TZVPD basis set) results for an isolated molecule of C5H6O2.

```
13
Properties=species:S:1:pos:R:3
C -1.82 -0.17 -0.25
C -0.45 -0.08 0.42
O 0.37 -1.26 0.45
C 1.68 -0.90 0.25
O 2.59 -1.67 0.37
C 1.70 0.52 -0.18
C 0.45 0.96 -0.19
H -2.30 -1.14 -0.22
H -2.45 0.53 0.30
H -1.79 0.17 -1.29
H -0.64 0.16 1.47
H 2.61 1.02 -0.51
H 0.05 1.86 -0.64
```

As for the charge: 0. For the HOMO energy, the calculation gives -10.410 eV. For the lowest unoccupied orbital energy, the calculation gives 0.49 eV. The value obtained for the molecular weight is 98.10 Da. The orbital gap is 10.90 eV.

Entry R
DFT (ωB97M-V with the def2-TZVPD basis set) results for an isolated molecule of C5H6O2.

```
13
Properties=species:S:1:pos:R:3
O 0.19 -1.69 -0.32
C -1.85 -0.34 1.94
C -0.86 -0.26 1.10
C 0.10 -0.42 0.22
C 1.01 0.65 -0.33
C 0.75 0.86 -1.81
O 1.52 0.54 -2.68
H 1.06 -1.84 -0.70
H -1.68 -0.55 2.99
H -2.89 -0.24 1.62
H 2.06 0.38 -0.21
H 0.83 1.59 0.21
H -0.24 1.31 -2.05
```

As for the charge: 0. For the HOMO energy, the calculation gives -8.983 eV. For the lowest unoccupied orbital energy, the calculation gives 0.77 eV. The value obtained for the molecular weight is 98.10 Da. The orbital gap is 9.76 eV.

Entry S
DFT (ωB97M-V with the def2-TZVPD basis set) results for C5H6O2 as an isolated structure.

```
13
Properties=species:S:1:pos:R:3
C -1.50 -0.73 -0.39
C -0.45 0.64 0.75
O -0.05 -0.76 0.67
C 1.23 -0.83 -0.06
O 1.64 -1.92 -0.37
C 1.58 0.53 -0.25
C 0.60 1.37 0.24
H -1.62 -1.80 -0.27
H -2.41 -0.19 -0.11
H -1.10 -0.44 -1.35
H -1.08 0.86 1.60
H 2.53 0.82 -0.68
H 0.63 2.46 0.24
```

As for the charge: 0. For the HOMO energy (alpha / beta), the calculation gives -7.575 / -7.575 eV. For the lowest unoccupied orbital energy (alpha / beta), the calculation gives 0.03 / 0.03 eV. The value obtained for the molecular weight is 98.10 Da. The orbital gap (alpha / beta) is 7.61 / 7.61 eV.

Which structure wins on stability? entry Q wins.

Entry P
DFT (ωB97M-V with the def2-TZVPD basis set) results for an isolated molecule of C5H6O2.

```
13
Properties=species:S:1:pos:R:3
O -2.07 1.71 -0.26
C -2.16 0.52 0.50
C -0.88 -0.21 0.55
C 0.17 -0.80 0.53
C 1.53 -1.31 0.31
C 2.10 -0.32 -0.70
O 2.29 -0.58 -1.86
H -1.85 1.47 -1.17
H -2.94 -0.15 0.12
H -2.45 0.83 1.51
H 1.53 -2.32 -0.12
H 2.11 -1.30 1.23
H 2.26 0.70 -0.29
```

As for the charge: 0. For the HOMO energy, the calculation gives -9.838 eV. For the lowest unoccupied orbital energy, the calculation gives 0.75 eV. The value obtained for the molecular weight is 98.10 Da. The orbital gap is 10.58 eV.

Entry Q
DFT (ωB97M-V with the def2-TZVPD basis set) results for C5H6O2 as an isolated structure.

```
13
Properties=species:S:1:pos:R:3
C 1.41 -0.29 -0.01
C -0.08 -0.06 0.24
O -0.71 0.36 -1.01
C -0.78 1.63 -1.28
O -0.29 2.50 -0.46
C -0.77 -1.28 0.69
C -1.29 -2.28 1.09
H 1.55 -1.05 -0.78
H 1.90 -0.63 0.91
H 1.87 0.65 -0.33
H -0.22 0.74 0.97
H -0.81 2.88 -1.45
H -1.77 -3.18 1.43
```

As for the charge: 0. For the HOMO energy, the calculation gives -9.351 eV. For the lowest unoccupied orbital energy, the calculation gives 0.97 eV. The value obtained for the molecular weight is 98.10 Da. The orbital gap is 10.32 eV.

Which structure wins on stability? entry P wins.

Entry P
DFT (ωB97M-V with the def2-TZVPD basis set) results for a 2-piece molecular cluster, C5H14 overall.

```
19
Properties=species:S:1:pos:R:3
C 0.88 -1.42 -1.27
C 0.73 0.19 -1.02
C 2.37 -1.76 -1.19
H 0.22 -2.06 -0.58
H 0.67 -1.54 -2.31
H 0.74 0.22 0.12
H 2.96 -1.29 -2.06
H -0.16 0.46 -1.62
H 1.72 0.57 -1.43
H 2.91 -1.20 -0.36
H 2.58 -2.87 -1.18
C -1.74 2.09 1.64
C -2.18 0.58 1.55
H -2.14 2.80 0.88
H -1.87 2.35 2.72
H -0.65 2.16 1.57
H -3.06 0.43 2.17
H -1.57 -0.27 1.92
H -2.41 0.56 0.45
```

As for the charge: 0. For the HOMO energy, the calculation gives -10.912 eV. For the lowest unoccupied orbital energy, the calculation gives 1.10 eV. The value obtained for the molecular weight is 74.17 Da. The orbital gap is 12.01 eV.

Entry Q
DFT (ωB97M-V with the def2-TZVPD basis set) results for a 2-piece molecular cluster, C5H14 overall.

```
19
Properties=species:S:1:pos:R:3
C -1.35 0.09 0.99
C -2.30 0.50 -0.12
C -1.15 -1.36 1.35
H -1.58 0.57 1.97
H -0.37 0.29 0.48
H -2.79 1.45 -0.07
H -1.90 0.28 -1.12
H -0.50 -1.61 2.19
H -3.08 -0.28 0.02
H -0.59 -1.87 0.53
H -2.10 -1.89 1.42
C 2.95 0.64 -0.91
C 1.45 0.34 -1.07
H 3.16 1.71 -0.98
H 3.32 0.32 0.09
H 3.63 -0.01 -1.44
H 1.26 -0.72 -1.17
H 0.93 0.73 -0.23
H 1.01 0.81 -1.94
```

As for the charge: 0. For the HOMO energy, the calculation gives -10.303 eV. For the lowest unoccupied orbital energy, the calculation gives 1.13 eV. The value obtained for the molecular weight is 74.17 Da. The orbital gap is 11.43 eV.

Entry R
DFT (ωB97M-V with the def2-TZVPD basis set) results for a 2-piece molecular cluster, C5H14 overall.

```
19
Properties=species:S:1:pos:R:3
C -0.94 -0.89 -0.09
C -0.60 -2.20 -0.80
C -2.47 -0.73 0.07
H -0.41 -0.76 0.85
H -0.61 -0.01 -0.62
H 0.32 -2.16 -1.39
H -2.80 -0.99 1.08
H -1.41 -2.53 -1.44
H -0.50 -2.99 -0.04
H -2.87 0.24 -0.19
H -3.02 -1.38 -0.62
C 1.86 1.64 -0.38
C 2.01 2.07 1.09
H 1.75 0.55 -0.38
H 0.90 1.97 -0.76
H 2.78 1.80 -0.93
H 1.73 3.09 1.38
H 1.30 1.44 1.66
H 2.97 1.84 1.51
```

As for the charge: 0. For the HOMO energy, the calculation gives -11.202 eV. For the lowest unoccupied orbital energy, the calculation gives 1.11 eV. The value obtained for the molecular weight is 74.17 Da. The orbital gap is 12.31 eV.

Entry S
DFT (ωB97M-V with the def2-TZVPD basis set) results for a 2-piece molecular cluster, C5H14 overall.

```
19
Properties=species:S:1:pos:R:3
C 0.57 2.13 0.91
C -0.26 1.95 -0.41
C 0.39 0.73 1.60
H 0.45 3.10 1.41
H 1.56 2.38 0.69
H -0.17 2.79 -1.09
H 0.03 0.97 -0.86
H -0.32 0.04 1.02
H -1.35 1.64 -0.29
H 0.11 0.76 2.66
H 1.21 0.05 1.53
C -0.40 -2.18 -1.76
C -0.23 -2.00 -0.16
H -0.44 -1.11 -2.04
H 0.59 -2.63 -2.10
H -1.30 -2.65 -1.92
H -0.55 -2.79 0.43
H -0.76 -1.15 0.18
H 0.85 -2.01 0.22
```

As for the charge: 0. For the HOMO energy, the calculation gives -10.918 eV. For the lowest unoccupied orbital energy, the calculation gives 1.11 eV. The value obtained for the molecular weight is 74.17 Da. The orbital gap is 12.03 eV.

Which structure wins on stability? entry R wins.

Entry P
DFT (ωB97M-V with the def2-TZVPD basis set) results for a 2-piece molecular cluster, C5H14 overall.

```
19
Properties=species:S:1:pos:R:3
C 1.28 -0.17 -1.94
C 2.43 -0.04 -0.94
C -0.07 -0.18 -1.31
H 1.28 0.57 -2.98
H 1.60 -1.10 -2.45
H 2.15 0.45 0.02
H 3.36 0.21 -1.46
H -0.29 0.86 -0.86
H -0.99 -0.48 -1.82
H 2.49 -1.05 -0.38
H -0.13 -0.91 -0.55
C -2.04 -0.38 2.07
C -1.34 0.98 1.63
H -1.35 -1.05 1.57
H -2.01 -0.61 3.18
H -3.06 -0.65 1.85
H -1.70 1.40 0.65
H -0.42 0.43 1.34
H -1.18 1.72 2.39
```

As for the charge: 0. For the HOMO energy, the calculation gives -10.474 eV. For the lowest unoccupied orbital energy, the calculation gives 1.09 eV. The value obtained for the molecular weight is 74.17 Da. The orbital gap is 11.57 eV.

Entry Q
DFT (ωB97M-V with the def2-TZVPD basis set) results for a 2-piece molecular cluster, C5H14 overall.

```
19
Properties=species:S:1:pos:R:3
C 0.96 0.48 1.69
C 1.92 -0.19 0.68
C 0.22 -0.53 2.60
H 1.54 1.14 2.34
H 0.25 1.10 1.16
H 1.61 0.07 -0.33
H 0.37 -1.55 2.24
H 0.51 -0.44 3.64
H -0.87 -0.44 2.51
H 2.94 0.21 0.74
H 2.05 -1.25 0.88
C -0.73 0.20 -2.54
C -2.16 0.14 -2.01
H -0.66 0.97 -3.30
H 0.00 0.47 -1.78
H -0.42 -0.75 -2.97
H -2.88 0.09 -2.83
H -2.36 1.01 -1.39
H -2.30 -0.71 -1.34
```

As for the charge: 0. For the HOMO energy, the calculation gives -11.263 eV. For the lowest unoccupied orbital energy, the calculation gives 1.14 eV. The value obtained for the molecular weight is 74.17 Da. The orbital gap is 12.40 eV.

Which structure wins on stability? entry Q wins.